Model a:
{"formula": "CH4N2O", "method": "ωB97M-V with the def2-TZVPD basis set", "smiles": "NC(N)=O", "e_lumo_ev": 0.67, "gap_ev": 10.469, "species": ["N", "C", "N", "O", "H", "H", "H", "H"], "positions_angstrom": [[-0.3993, -0.3945, 1.0575], [-0.1958, -0.2641, -0.2488], [0.8762, 0.5092, -0.7774], [-0.8907, -0.9412, -1.0785], [-0.1490, 0.3159, 1.7713], [-0.7409, -1.3108, 1.1861], [0.9159, 1.3783, -0.2193], [0.5837, 0.7072, -1.6910]], "mulliken_charge": [-0.35, 0.51, -0.50, -0.64, 0.22, 0.24, 0.23, 0.28]}

Model b:
{"formula": "CH4N2O", "method": "ωB97M-V with the def2-TZVPD basis set", "smiles": "NC(N)=O", "e_lumo_ev": 0.81, "gap_ev": 10.718, "species": ["N", "C", "N", "O", "H", "H", "H", "H"], "positions_angstrom": [[-0.6500, -0.3519, -0.9280], [0.1536, 0.4958, -0.0921], [0.9348, -0.2564, 0.7561], [0.0316, 1.6951, -0.0078], [-0.9753, 0.1423, -1.7484], [-1.4064, -0.6805, -0.3430], [0.7495, -1.2436, 0.7396], [1.1622, 0.1991, 1.6234]], "mulliken_charge": [-0.58, 0.55, -0.41, -0.57, 0.26, 0.25, 0.25, 0.24]}

The energy of each structure relative to the most stable one, in kcal/mol, is as follows: model a 8.3; model b 0.0.

Model a:
{"formula": "C7H14O2", "method": "ωB97M-V with the def2-TZVPD basis set", "smiles": "CC/C(C)=C/C=C/O.O", "e_lumo_ev": 0.70, "gap_ev": 9.632, "species": ["C", "C", "C", "C", "C", "C", "C", "O", "H", "H", "H", "H", "H", "H", "H", "H", "H", "H", "H", "H", "O", "H", "H"], "positions_angstrom": [[0.8572, -2.2112, 1.3920], [0.6789, -1.7113, -0.0443], [0.1237, -0.3120, -0.0945], [-1.3417, -0.1607, 0.2227], [0.9083, 0.7346, -0.3351], [0.4582, 2.1530, -0.3667], [0.3334, 2.8813, 0.7290], [-0.0452, 4.2010, 0.6478], [-0.1015, -2.2420, 1.9076], [1.5270, -1.5554, 1.9421], [1.2642, -3.2258, 1.4099], [0.0239, -2.3976, -0.5828], [1.6329, -1.7511, -0.5681], [-1.7669, 0.7606, -0.1793], [-1.4968, -0.1111, 1.3057], [-1.9284, -1.0037, -0.1413], [1.9652, 0.5738, -0.5485], [0.2496, 2.5955, -1.3344], [0.5306, 2.5039, 1.7288], [-0.1701, 4.5710, 1.5288], [-1.3411, -1.7432, -3.1005], [-1.2412, -1.7022, -2.1411], [-1.1204, -0.8472, -3.3779]], "mulliken_charge": [-1.26, -0.50, 0.74, -1.51, -0.46, -0.74, 0.05, -0.49, 0.34, 0.32, 0.38, 0.31, 0.37, 0.42, 0.37, 0.42, 0.31, 0.29, 0.34, 0.33, -0.68, 0.31, 0.33]}

Model b:
{"formula": "C7H14O2", "method": "ωB97M-V with the def2-TZVPD basis set", "smiles": "C=C[C@@H](O)[C@@H](O)C(C)C", "e_lumo_ev": 1.00, "gap_ev": 10.746, "species": ["C", "C", "C", "O", "C", "O", "C", "C", "C", "H", "H", "H", "H", "H", "H", "H", "H", "H", "H", "H", "H", "H", "H"], "positions_angstrom": [[-3.1752, -0.4305, 1.1733], [-2.4584, 0.0256, 0.1647], [-1.1274, -0.5346, -0.2585], [-1.1555, -0.9287, -1.6129], [-0.0166, 0.5165, 0.0322], [-0.3120, 1.2057, 1.2286], [1.3959, -0.0988, 0.0822], [1.7935, -0.7411, -1.2433], [2.4141, 0.9750, 0.4667], [-2.8448, -1.2610, 1.7760], [-4.1226, 0.0049, 1.4407], [-2.8072, 0.8607, -0.4292], [-0.9141, -1.4523, 0.3016], [-1.4081, -0.1672, -2.1478], [-0.0496, 1.2871, -0.7478], [-0.2981, 0.5726, 1.9554], [1.3909, -0.8714, 0.8627], [2.7871, -1.1752, -1.1582], [1.0953, -1.5218, -1.5283], [1.8136, 0.0074, -2.0327], [2.1161, 1.4792, 1.3824], [2.4888, 1.7198, -0.3225], [3.3942, 0.5282, 0.6150]], "mulliken_charge": [-0.82, -0.18, -0.01, -0.54, -0.21, -0.55, 0.72, -1.48, -1.52, 0.25, 0.27, 0.23, 0.34, 0.37, 0.30, 0.37, 0.25, 0.43, 0.35, 0.32, 0.35, 0.35, 0.42]}

Model c:
{"formula": "C7H14O2", "method": "ωB97M-V with the def2-TZVPD basis set", "e_lumo_ev": [0.57, 0.57], "gap_ev": [8.294, 8.292], "species": ["C", "C", "C", "C", "C", "C", "C", "O", "O", "H", "H", "H", "H", "H", "H", "H", "H", "H", "H", "H", "H", "H", "H"], "positions_angstrom": [[-0.2301, -1.2194, -0.0524], [-1.1479, 0.1424, 0.1388], [1.3028, -0.0119, 0.1827], [-1.5324, 1.0004, -1.0343], [1.6919, 0.7522, -1.0531], [1.4134, 0.7439, 1.4808], [-1.9906, -1.1341, 0.2299], [0.1983, -2.1810, 0.8515], [-2.8722, -1.4242, -0.6080], [-0.4686, -2.8743, 0.9292], [0.0599, -1.4280, -1.0805], [-1.0479, 0.6560, 1.0879], [1.9082, -0.9126, 0.2546], [-2.1234, -1.4014, 1.3012], [-0.9365, 1.9063, -1.1288], [-2.5728, 1.3027, -0.8968], [-1.5204, 0.4232, -1.9577], [2.7639, 0.9677, -0.9949], [1.2039, 1.7220, -1.1207], [1.5201, 0.1789, -1.9633], [2.4654, 0.9961, 1.6521], [1.0796, 0.1280, 2.3145], [0.8351, 1.6673, 1.4674]], "mulliken_charge": [-0.02, 0.33, 0.47, -1.46, -1.38, -1.42, -0.39, -0.55, -0.69, 0.36, 0.36, 0.42, 0.32, 0.45, 0.34, 0.40, 0.32, 0.44, 0.28, 0.32, 0.42, 0.34, 0.34]}

Model d:
{"formula": "C7H14O2", "method": "ωB97M-V with the def2-TZVPD basis set", "smiles": "COC(C)=O.C=CCC", "e_lumo_ev": 0.88, "gap_ev": 8.503, "species": ["C", "O", "C", "C", "O", "H", "H", "H", "H", "H", "H", "C", "C", "C", "C", "H", "H", "H", "H", "H", "H", "H", "H"], "positions_angstrom": [[-1.8158, 0.7005, 1.8268], [-0.6562, 0.4133, 1.0164], [0.6963, 0.6245, 1.5604], [1.3951, -0.6784, 1.7876], [0.9968, 1.6946, 2.0107], [-2.3528, -0.2326, 2.0012], [-2.4388, 1.3772, 1.2413], [-1.5235, 1.1701, 2.7663], [0.9883, -1.1794, 2.6694], [1.3004, -1.3240, 0.9152], [2.4573, -0.4786, 1.9334], [-1.0294, -1.5915, -0.6298], [-0.7535, -0.2886, -0.8837], [0.8035, 0.4344, -1.3049], [0.8323, 0.4683, -2.8235], [-1.7218, -2.1301, -1.2643], [-0.7385, -2.0591, 0.3019], [-1.4235, 0.1590, -1.6135], [0.7277, 1.4587, -0.9322], [1.7468, 0.0289, -0.9307], [1.6965, 1.0377, -3.1814], [0.8824, -0.5435, -3.2387], [-0.0697, 0.9386, -3.2278]], "mulliken_charge": [-0.78, -0.16, 0.64, -1.06, -0.50, 0.28, 0.26, 0.33, 0.27, 0.36, 0.32, -0.91, 0.01, -0.17, -1.42, 0.28, 0.20, 0.36, 0.30, 0.28, 0.40, 0.35, 0.35]}

The energy of each structure relative to the most stable one, in kcal/mol, is as follows: model a 6.5; model b 0.0; model c 89.4; model d 76.3.